[1]
{
  "formula": "C49H58Cl2KN3O3SbTe",
  "method": "wB97M-V/def2-TZVPD",
  "spin_multiplicity": 2,
  "lumo_ev": [3.6, 3.6],
  "total_charge": -2,
  "s_squared": 0.7541,
  "e_homo_ev": [1.078, 0.232],
  "species": ["K", "Cl", "C", "Cl", "H", "H", "C", "C", "O", "N", "Te", "C", "C", "C", "C", "C", "C", "C", "C", "C", "C", "C", "C", "C", "C", "C", "C", "C", "C", "H", "H", "H", "H", "H", "H", "H", "H", "H", "H", "H", "H", "H", "H", "H", "H", "H", "H", "H", "H", "H", "H", "H", "H", "H", "C", "C", "C", "C", "C", "C", "C", "Sb", "C", "C", "C", "C", "C", "C", "C", "C", "C", "C", "C", "C", "C", "C", "H", "H", "H", "H", "H", "H", "H", "H", "H", "H", "H", "H", "H", "H", "H", "H", "H", "H", "H", "H", "H", "C", "C", "O", "O", "H", "H", "H", "N", "C", "C", "C", "N", "C", "C", "H", "H", "H", "H", "H", "H", "H"],
  "xyz": [[-0.413, -0.975, -0.517], [-1.308, 1.127, 0.933], [-0.742, 0.565, 2.483], [0.031, -0.963, 2.152], [-1.583, 0.424, 3.166], [-0.021, 1.271, 2.902], [1.181, -5.104, 1.198], [0.738, -4.012, 0.269], [0.007, -4.283, -0.670], [1.141, -2.667, 0.465], [2.425, -2.060, 1.978], [3.668, -1.548, 3.671], [5.044, -1.887, 3.741], [5.762, -2.656, 2.669], [5.799, -1.505, 4.861], [5.213, -0.804, 5.918], [6.023, -0.399, 7.115], [3.855, -0.484, 5.861], [3.075, -0.849, 4.754], [1.610, -0.495, 4.753], [3.574, -0.931, 0.527], [4.287, -1.583, -0.517], [4.306, -3.078, -0.710], [5.013, -0.822, -1.446], [5.043, 0.572, -1.367], [5.821, 1.382, -2.363], [4.336, 1.217, -0.352], [3.602, 0.485, 0.594], [2.855, 1.240, 1.657], [0.757, -6.082, 0.883], [0.833, -4.881, 2.228], [2.287, -5.183, 1.193], [5.101, -2.962, 1.848], [6.191, -3.584, 3.104], [6.584, -2.039, 2.250], [6.851, -1.763, 4.908], [7.081, -0.723, 7.021], [5.594, -0.861, 8.029], [6.002, 0.706, 7.223], [3.405, 0.052, 6.689], [1.314, 0.043, 5.679], [1.002, -1.421, 4.689], [1.366, 0.159, 3.893], [3.719, -3.630, 0.041], [5.353, -3.445, -0.656], [3.890, -3.327, -1.709], [5.556, -1.324, -2.239], [6.329, 0.735, -3.110], [6.593, 1.981, -1.836], [5.135, 2.068, -2.903], [4.360, 2.300, -0.302], [2.967, 2.339, 1.544], [3.252, 0.971, 2.653], [1.772, 1.001, 1.596], [-4.819, -0.321, -3.613], [-5.078, 1.156, -3.525], [-6.204, 1.709, -4.161], [-6.457, 3.081, -4.086], [-5.592, 3.913, -3.375], [-4.473, 3.376, -2.739], [-4.205, 2.001, -2.809], [-2.448, 1.242, -1.804], [-3.373, 2.106, -0.015], [-4.454, 1.325, 0.428], [-5.219, 1.703, 1.530], [-4.920, 2.877, 2.212], [-3.855, 3.673, 1.794], [-3.067, 3.303, 0.685], [-1.934, 4.199, 0.299], [-0.952, 2.534, -2.746], [0.115, 2.973, -1.953], [1.133, 3.766, -2.486], [1.117, 4.108, -3.835], [0.094, 3.641, -4.658], [-0.943, 2.847, -4.135], [-1.984, 2.327, -5.089], [-5.600, -0.838, -4.211], [-4.814, -0.761, -2.594], [-3.836, -0.501, -4.096], [-6.888, 1.079, -4.717], [-7.325, 3.499, -4.579], [-5.789, 4.976, -3.318], [-3.810, 4.033, -2.196], [-4.713, 0.412, -0.093], [-6.048, 1.085, 1.851], [-5.516, 3.171, 3.067], [-3.643, 4.581, 2.344], [-1.905, 5.118, 0.923], [-2.019, 4.511, -0.761], [-0.990, 3.671, 0.498], [0.175, 2.683, -0.921], [1.943, 4.104, -1.854], [1.910, 4.715, -4.250], [0.119, 3.895, -5.711], [-1.756, 2.607, -6.139], [-2.972, 2.757, -4.868], [-2.021, 1.218, -5.038], [1.206, -2.180, -3.159], [-0.043, -1.517, -3.712], [-0.173, -1.571, -4.966], [-0.794, -0.994, -2.841], [1.814, -2.614, -3.958], [0.925, -2.979, -2.466], [1.812, -1.443, -2.624], [-6.126, -3.953, 1.233], [-4.877, -3.380, 0.961], [-4.631, -2.045, 1.272], [-3.431, -1.477, 0.873], [-2.489, -2.132, 0.163], [-2.776, -3.405, -0.180], [-3.949, -4.054, 0.174], [-6.603, -3.549, 2.033], [-6.120, -4.968, 1.260], [-5.355, -1.449, 1.816], [-3.194, -0.444, 1.113], [-2.020, -3.905, -0.777], [-4.126, -5.069, -0.162], [0.336, -2.735, -1.742]]
}

=====

[2]
{
  "formula": "C49H60BF3NbO7",
  "method": "wB97M-V/def2-TZVPD",
  "lumo_ev": 0.3,
  "total_charge": -1,
  "e_homo_ev": -3.682,
  "species": ["C", "C", "Nb", "O", "C", "C", "C", "C", "C", "C", "C", "C", "C", "C", "C", "C", "C", "C", "C", "C", "O", "C", "F", "F", "F", "B", "O", "C", "C", "H", "H", "H", "H", "H", "H", "H", "H", "H", "H", "H", "H", "H", "H", "H", "H", "H", "H", "H", "H", "H", "H", "H", "H", "H", "H", "H", "H", "H", "H", "H", "H", "H", "H", "H", "H", "H", "H", "H", "H", "H", "H", "H", "H", "C", "C", "C", "C", "C", "C", "C", "O", "C", "C", "C", "C", "C", "C", "C", "O", "H", "H", "H", "H", "H", "H", "H", "H", "C", "C", "C", "C", "C", "C", "C", "O", "C", "C", "C", "C", "C", "C", "C", "O", "H", "H", "H", "H", "H", "H", "H", "H"],
  "xyz": [[7.307, 0.234, 2.261], [6.551, 1.329, 2.460], [4.428, 1.315, 1.813], [4.681, -0.675, 1.336], [4.170, 3.495, 2.360], [3.168, 4.336, 1.538], [1.784, 3.732, 1.340], [0.734, 4.747, 0.833], [-0.659, 4.545, 1.472], [-1.725, 4.449, 0.382], [-3.154, 4.345, 0.915], [-3.329, 3.323, 2.047], [-2.742, 1.949, 1.720], [-3.589, 1.085, 0.796], [-2.926, -0.297, 0.604], [-1.750, -0.259, -0.388], [-0.359, -0.097, 0.255], [0.523, -1.332, 0.131], [4.699, 1.864, -0.433], [6.039, 2.425, -0.850], [6.384, 3.627, -0.181], [5.971, 2.788, -2.341], [5.724, 1.697, -3.106], [4.991, 3.699, -2.589], [7.123, 3.359, -2.801], [3.902, 0.778, 4.047], [4.565, -0.263, 4.719], [2.777, 1.515, 4.923], [3.449, 2.416, 5.991], [7.128, -0.694, 2.793], [8.115, 0.220, 1.525], [6.926, 2.268, 2.857], [2.654, 1.026, 1.593], [3.888, -1.010, 0.914], [3.940, 3.637, 3.418], [5.146, 3.965, 2.196], [3.021, 5.283, 2.075], [3.573, 4.622, 0.568], [1.893, 2.969, 0.568], [1.432, 3.198, 2.220], [1.131, 5.745, 1.004], [0.623, 4.599, -0.240], [-0.884, 5.388, 2.127], [-0.616, 3.645, 2.074], [-1.650, 5.335, -0.244], [-1.511, 3.569, -0.225], [-3.821, 4.027, 0.112], [-3.530, 5.308, 1.260], [-4.397, 3.211, 2.242], [-2.874, 3.678, 2.970], [-2.590, 1.406, 2.653], [-1.764, 2.050, 1.262], [-4.591, 0.935, 1.198], [-3.684, 1.537, -0.192], [-3.689, -0.993, 0.264], [-2.567, -0.602, 1.586], [-1.914, 0.561, -1.083], [-1.776, -1.180, -0.972], [-0.436, 0.199, 1.298], [0.151, 0.712, -0.265], [-0.010, -2.262, 0.326], [1.365, -1.237, 0.812], [0.955, -1.405, -0.867], [3.893, 2.528, -0.756], [4.579, 0.929, -0.983], [6.821, 1.668, -0.777], [7.247, 3.518, 0.212], [3.897, -0.818, 5.131], [2.203, 2.172, 4.275], [2.093, 0.815, 5.414], [3.266, 2.047, 6.998], [3.067, 3.434, 5.958], [4.530, 2.460, 5.862], [-7.669, -6.047, 1.557], [-7.683, -7.342, 1.048], [-6.516, -7.918, 0.578], [-5.328, -7.197, 0.605], [-5.319, -5.891, 1.096], [-6.490, -5.323, 1.580], [-4.065, -5.083, 1.094], [-4.047, -3.951, 1.522], [-2.831, -5.703, 0.539], [-1.667, -4.947, 0.477], [-0.506, -5.507, -0.024], [-0.500, -6.829, -0.458], [-1.658, -7.586, -0.403], [-2.830, -7.025, 0.087], [-4.076, -7.840, 0.110], [-4.078, -8.994, -0.268], [-8.582, -5.603, 1.931], [-8.609, -7.903, 1.021], [-6.519, -8.925, 0.186], [-6.472, -4.315, 1.970], [-1.678, -3.920, 0.819], [0.398, -4.914, -0.075], [0.412, -7.267, -0.843], [-1.659, -8.612, -0.743], [-4.415, -1.038, -4.994], [-4.529, -0.276, -3.835], [-3.437, 0.425, -3.354], [-2.221, 0.358, -4.024], [-2.101, -0.424, -5.174], [-3.205, -1.112, -5.661], [-0.793, -0.548, -5.883], [-0.696, -1.226, -6.887], [0.380, 0.172, -5.321], [1.623, 0.027, -5.927], [2.724, 0.697, -5.418], [2.586, 1.524, -4.309], [1.352, 1.669, -3.699], [0.248, 0.990, -4.194], [-1.060, 1.133, -3.499], [-1.184, 1.853, -2.532], [-5.273, -1.578, -5.372], [-5.473, -0.228, -3.309], [-3.519, 1.023, -2.457], [-3.108, -1.707, -6.558], [1.723, -0.615, -6.791], [3.693, 0.576, -5.884], [3.442, 2.049, -3.909], [1.245, 2.305, -2.831]]
}

=====

[3]
{
  "formula": "C49H61BN9O3RuS3",
  "method": "wB97M-V/def2-TZVPD",
  "spin_multiplicity": 2,
  "lumo_ev": [-6.2, -6.8],
  "total_charge": 2,
  "s_squared": 0.7612,
  "e_homo_ev": [-12.193, -12.180],
  "species": ["Ru", "C", "C", "C", "C", "N", "N", "B", "N", "N", "C", "C", "C", "C", "C", "S", "C", "C", "C", "C", "N", "N", "C", "C", "C", "C", "C", "S", "C", "C", "C", "C", "C", "S", "C", "C", "C", "C", "H", "H", "H", "H", "H", "H", "H", "H", "H", "H", "H", "H", "H", "H", "H", "H", "H", "H", "H", "H", "H", "H", "H", "H", "H", "H", "H", "H", "H", "H", "H", "H", "H", "H", "H", "H", "H", "H", "H", "C", "O", "C", "C", "C", "C", "C", "C", "N", "C", "N", "C", "C", "C", "C", "C", "C", "O", "C", "N", "C", "C", "C", "C", "C", "C", "O", "C", "H", "H", "H", "H", "H", "H", "H", "H", "H", "H", "H", "H", "H", "H", "H", "H", "H", "H", "H", "H", "H", "H"],
  "xyz": [[-1.186, 0.567, 0.587], [-3.139, 3.034, -3.821], [-1.933, 2.155, -3.796], [-1.260, 1.738, -4.901], [-0.117, 0.888, -4.800], [0.312, 0.474, -3.642], [-0.357, 0.894, -2.554], [0.213, 0.389, -1.229], [1.522, 1.079, -0.855], [2.149, 1.834, -1.765], [3.354, 2.245, -1.466], [3.984, 1.851, -0.251], [3.306, 1.155, 0.705], [3.872, 0.778, 2.035], [1.968, 0.831, 0.368], [0.809, 0.155, 1.455], [4.064, 3.156, -2.449], [5.414, 2.529, -2.827], [4.293, 4.511, -1.761], [3.230, 3.359, -3.713], [0.369, -1.144, -1.341], [1.621, -1.574, -1.601], [1.772, -2.822, -1.936], [0.645, -3.691, -2.046], [-0.613, -3.257, -1.776], [-1.830, -4.115, -1.863], [-0.736, -1.890, -1.367], [-2.208, -1.165, -0.909], [3.175, -3.323, -2.222], [4.195, -2.194, -2.086], [3.217, -3.873, -3.655], [3.509, -4.442, -1.226], [-1.420, 1.680, -2.555], [-2.035, 2.099, -1.016], [0.622, 0.428, -6.041], [1.006, 1.661, -6.876], [-0.317, -0.477, -6.852], [1.881, -0.350, -5.663], [-3.400, 3.307, -4.840], [-2.962, 3.944, -3.245], [-3.991, 2.526, -3.363], [-1.604, 2.041, -5.882], [5.016, 2.130, -0.080], [4.955, 0.876, 2.032], [3.612, -0.247, 2.299], [3.467, 1.427, 2.814], [6.104, 2.485, -1.984], [5.886, 3.135, -3.600], [5.285, 1.519, -3.222], [4.837, 4.408, -0.821], [3.345, 5.012, -1.555], [4.882, 5.155, -2.415], [3.173, 2.440, -4.298], [3.700, 4.127, -4.328], [2.213, 3.677, -3.482], [0.802, -4.721, -2.341], [-1.568, -5.129, -2.159], [-2.535, -3.705, -2.588], [-2.340, -4.140, -0.898], [4.003, -1.397, -2.807], [5.193, -2.592, -2.266], [4.175, -1.755, -1.087], [2.935, -3.107, -4.379], [2.558, -4.731, -3.788], [4.231, -4.200, -3.888], [3.474, -4.076, -0.198], [4.514, -4.817, -1.417], [2.822, -5.285, -1.312], [0.138, 2.120, -7.351], [1.691, 1.363, -7.670], [1.504, 2.419, -6.268], [-1.224, 0.046, -7.158], [-0.605, -1.359, -6.276], [0.190, -0.814, -7.756], [2.550, 0.246, -5.040], [2.412, -0.635, -6.572], [1.634, -1.255, -5.108], [-0.761, -3.004, 7.553], [-1.284, -2.193, 6.504], [-2.267, -1.311, 6.821], [-2.770, -1.093, 8.093], [-3.809, -0.187, 8.280], [-4.358, 0.487, 7.205], [-3.857, 0.271, 5.926], [-2.795, -0.598, 5.735], [-2.242, -0.893, 4.466], [-2.056, -0.061, 3.424], [-2.152, 1.254, 3.669], [-1.773, 2.345, 2.884], [-1.158, 2.282, 1.637], [-0.625, 3.484, 1.119], [-0.773, 4.681, 1.771], [-1.480, 4.749, 2.977], [-1.963, 3.591, 3.536], [-2.599, 3.499, 4.732], [-2.764, 4.695, 5.492], [-1.787, -0.541, 2.212], [-1.981, -1.962, 2.076], [-0.934, -2.835, 1.845], [-1.160, -4.197, 1.688], [-2.452, -4.685, 1.764], [-3.520, -3.821, 1.980], [-3.296, -2.459, 2.129], [-4.269, -1.537, 2.304], [-5.605, -2.001, 2.478], [-0.089, -3.712, 7.079], [-1.557, -3.548, 8.062], [-0.208, -2.395, 8.271], [-2.354, -1.612, 8.944], [-4.194, -0.025, 9.277], [-5.187, 1.166, 7.347], [-4.320, 0.760, 5.079], [-1.891, -1.834, 4.353], [-2.365, 1.509, 4.626], [-0.084, 3.458, 0.182], [-0.359, 5.587, 1.349], [-1.624, 5.700, 3.468], [-3.259, 4.400, 6.411], [-3.387, 5.409, 4.952], [-1.795, 5.141, 5.721], [0.079, -2.454, 1.806], [-0.326, -4.865, 1.521], [-2.644, -5.745, 1.656], [-4.525, -4.215, 2.024], [-6.204, -1.118, 2.678], [-5.673, -2.687, 3.324], [-5.969, -2.489, 1.573]]
}

=====

[4]
{
  "formula": "C49H61BrN5O7PPtS2Te",
  "method": "wB97M-V/def2-TZVPD",
  "lumo_ev": -1.8,
  "total_charge": 0,
  "relative_energy_kcal_mol": 31.27,
  "e_homo_ev": -5.961,
  "species": ["Pt", "O", "S", "O", "N", "C", "C", "C", "C", "C", "C", "C", "C", "N", "C", "C", "C", "C", "C", "C", "C", "H", "H", "H", "H", "H", "H", "H", "H", "H", "H", "H", "C", "C", "C", "C", "C", "C", "C", "C", "N", "C", "C", "C", "C", "C", "C", "C", "C", "C", "C", "H", "H", "H", "H", "H", "H", "H", "H", "H", "H", "H", "H", "H", "H", "H", "H", "H", "H", "H", "H", "H", "H", "H", "H", "C", "C", "N", "C", "S", "N", "C", "C", "H", "H", "H", "H", "H", "H", "H", "H", "H", "H", "H", "H", "C", "C", "O", "P", "O", "Te", "O", "C", "C", "H", "H", "H", "H", "H", "H", "H", "H", "H", "H", "Br", "C", "C", "C", "C", "C", "C", "C", "O", "O", "H", "H", "H", "H"],
  "xyz": [[-0.004, 0.509, 0.412], [3.316, -1.627, 2.514], [2.200, -0.731, 2.687], [0.977, -1.317, 3.186], [1.846, 0.059, 1.325], [2.966, 0.446, 0.537], [4.243, 0.670, 0.998], [5.314, 0.927, 0.115], [5.134, 0.964, -1.236], [3.828, 0.793, -1.751], [3.518, 0.883, -3.130], [2.223, 0.793, -3.546], [1.209, 0.595, -2.585], [1.484, 0.480, -1.313], [2.759, 0.569, -0.867], [2.699, 0.459, 3.902], [3.903, 0.298, 4.571], [4.256, 1.211, 5.555], [3.402, 2.258, 5.868], [2.194, 2.402, 5.197], [1.840, 1.506, 4.201], [4.459, 0.635, 2.052], [6.298, 1.092, 0.535], [5.960, 1.136, -1.913], [4.324, 1.038, -3.839], [1.954, 0.890, -4.589], [0.162, 0.541, -2.861], [4.541, -0.538, 4.317], [5.194, 1.099, 6.083], [3.680, 2.969, 6.636], [1.519, 3.209, 5.456], [0.911, 1.614, 3.660], [-4.501, 3.175, 4.567], [-3.392, 2.228, 4.181], [-3.222, 1.013, 4.857], [-2.235, 0.128, 4.448], [-2.012, -1.182, 5.157], [-1.420, 0.463, 3.375], [-1.519, 1.693, 2.699], [-2.558, 2.558, 3.136], [-0.643, 1.980, 1.680], [-0.317, 3.400, 1.321], [-0.059, 4.233, 2.597], [0.374, 5.657, 2.239], [1.676, 5.616, 1.440], [1.444, 4.816, 0.159], [0.361, 5.492, -0.684], [-0.942, 5.534, 0.117], [-0.719, 6.333, 1.405], [-1.388, 4.104, 0.454], [0.993, 3.397, 0.511], [-5.019, 2.834, 5.463], [-5.236, 3.259, 3.764], [-4.115, 4.178, 4.757], [-3.859, 0.768, 5.699], [-2.651, -1.270, 6.036], [-0.970, -1.279, 5.466], [-2.217, -2.024, 4.492], [-0.628, -0.211, 3.092], [-2.747, 3.486, 2.624], [0.724, 3.744, 3.181], [-0.950, 4.283, 3.219], [0.532, 6.222, 3.162], [2.465, 5.147, 2.036], [2.002, 6.633, 1.199], [2.375, 4.759, -0.412], [0.207, 4.934, -1.612], [0.672, 6.507, -0.952], [-1.724, 6.010, -0.480], [-1.650, 6.392, 1.980], [-0.418, 7.357, 1.163], [-1.521, 3.525, -0.457], [-2.349, 4.141, 0.964], [1.766, 2.885, 1.094], [0.826, 2.841, -0.411], [-5.457, -2.532, -0.865], [-4.666, -3.347, 0.140], [-3.289, -2.839, 0.211], [-2.246, -3.382, 0.829], [-1.071, -2.302, 1.585], [-2.087, -4.693, 0.956], [-2.620, -5.749, 0.099], [-3.574, -6.674, 0.839], [-6.479, -2.906, -0.920], [-5.009, -2.597, -1.858], [-5.493, -1.483, -0.578], [-4.673, -4.394, -0.146], [-5.112, -3.276, 1.137], [-3.212, -1.836, 0.093], [-1.249, -4.937, 1.466], [-1.760, -6.306, -0.277], [-3.089, -5.288, -0.764], [-3.072, -7.152, 1.680], [-3.934, -7.456, 0.170], [-4.432, -6.126, 1.229], [-2.712, -4.614, -3.729], [-2.007, -3.379, -3.231], [-1.121, -3.759, -2.135], [-0.153, -2.572, -1.651], [-0.893, -1.315, -1.433], [0.947, -3.315, 0.383], [0.936, -2.444, -2.798], [1.689, -3.577, -3.276], [1.814, -3.464, -4.777], [-3.268, -4.370, -4.636], [-3.421, -4.999, -2.995], [-1.997, -5.403, -3.964], [-2.698, -2.619, -2.864], [-1.415, -2.915, -4.022], [1.186, -4.503, -2.992], [2.667, -3.551, -2.796], [0.831, -3.482, -5.249], [2.401, -4.298, -5.164], [2.307, -2.531, -5.047], [-7.422, 2.034, -1.230], [-5.807, 1.373, -0.488], [-5.793, 0.970, 0.839], [-4.606, 0.486, 1.372], [-3.458, 0.444, 0.592], [-3.478, 0.863, -0.732], [-4.675, 1.315, -1.282], [-2.228, 0.966, -1.582], [-2.313, 0.765, -2.778], [-1.160, 1.417, -0.979], [-6.690, 1.037, 1.440], [-4.564, 0.161, 2.406], [-2.527, 0.117, 1.035], [-4.698, 1.628, -2.317]]
}

=====

- Number 3 is which compound?
  C49H61BN9O3RuS3